# 1
Formula: C20H34Cl2N3O4Sm
Source: OMol25
Level of theory: ωB97M-V with the def2-TZVPD basis set

Computed properties:
- Kohn-Sham gap (alpha / beta) (eV) = 8.132 / 8.138
- multiplicity = 6
- HOMO energy (alpha / beta) (Eh) = -0.289 / -0.289

Each line ends with the natural charge from an NBO analysis.
Cartesian coordinates (Å):
1 O 0.5472 -0.0060 -1.2957  -0.96
2 C -0.3525 0.2006 -2.3300  0.08
3 C -0.0800 1.5692 -2.9393  -0.02
4 C 0.5572 2.5990 -2.2431  -0.23
5 H 0.8830 2.4361 -1.2176  0.23
6 C 0.7660 3.8341 -2.8541  -0.21
7 H 1.2762 4.6161 -2.2833  0.21
8 C 0.3082 4.0422 -4.1603  -0.23
9 H 0.4615 5.0160 -4.6308  0.21
10 C -0.3464 3.0096 -4.8528  -0.22
11 H -0.7036 3.1698 -5.8712  0.21
12 C -0.5403 1.7785 -4.2304  -0.20
13 H -1.0525 0.9470 -4.7177  0.21
14 H -0.1807 -0.5666 -3.1136  0.15
15 C -2.1732 -1.4403 -1.5990  -0.65
16 C -1.8123 -0.0154 -1.8816  -0.05
17 H -3.2491 -1.6345 -1.6787  0.22
18 H -1.8824 -1.6972 -0.5751  0.24
19 H -1.6167 -2.1115 -2.2735  0.20
20 C -2.6514 1.0341 -1.6892  -0.15
21 C -4.0689 1.0070 -1.2038  -0.65
22 H -2.2835 2.0515 -1.8462  0.21
23 H -4.7690 1.4332 -1.9406  0.21
24 H -4.1775 1.6416 -0.3104  0.24
25 H -4.4164 -0.0014 -0.9400  0.21
26 Sm 0.0165 0.1714 0.8470  1.78
27 Cl -2.6996 0.1848 1.3266  -0.68
28 C -1.0273 0.1493 3.6126  0.54
29 O -0.1747 -0.5774 3.0166  -0.73
30 N -1.2848 0.0473 4.8971  -0.39
31 C -0.7151 -1.0933 5.5960  -0.43
32 C -1.9704 1.0928 5.6423  -0.40
33 H -1.6252 0.8936 3.0560  0.22
34 H -0.1632 -1.6523 4.8386  0.25
35 H -1.5225 -1.7053 6.0119  0.20
36 H -0.0421 -0.7398 6.3839  0.20
37 H -2.1451 1.9436 4.9781  0.23
38 H -1.3603 1.4272 6.4905  0.20
39 H -2.9397 0.7561 6.0294  0.20
40 H 4.8358 1.8423 -1.2948  0.19
41 H 4.7029 2.1995 1.4182  0.20
42 C 3.7518 1.7385 -1.1614  -0.41
43 C 3.6420 1.9479 1.3232  -0.43
44 N 3.4477 1.1389 0.1284  -0.39
45 H 3.3412 1.1108 -1.9592  0.23
46 C 3.0267 -0.1262 0.2068  0.55
47 O 2.4024 -0.6018 1.2134  -0.71
48 H 3.3034 1.3836 2.1939  0.24
49 H 3.1742 -0.7374 -0.7003  0.16
50 H 3.3049 2.7366 -1.2266  0.23
51 H 3.0507 2.8623 1.2363  0.24
52 H -0.0858 -5.4634 1.3051  0.20
53 H 2.1232 -5.6327 -0.3462  0.20
54 C -0.4789 -4.9369 0.4261  -0.42
55 C 1.5918 -4.9121 -0.9803  -0.40
56 N 0.5822 -4.1807 -0.2300  -0.40
57 H -1.2469 -4.2277 0.7369  0.25
58 C 0.6329 -2.8510 -0.0999  0.57
59 O -0.1449 -2.2106 0.6550  -0.69
60 H 2.3195 -4.2040 -1.3869  0.22
61 H 1.3877 -2.3295 -0.7234  0.17
62 H -0.8806 -5.6687 -0.2830  0.20
63 H 1.1424 -5.4709 -1.8103  0.20
64 Cl 0.2843 2.7825 1.3103  -0.67


# 2
Formula: C4H12
Source: OMol25
Level of theory: ωB97M-V with the def2-TZVPD basis set

Computed properties:
- total charge = -1
- Kohn-Sham gap (alpha / beta) (eV) = 2.741 / 12.081
- ΔE to the lowest compared entry with this formula, charge and spin (eV) = 0.958
- multiplicity = 2
- HOMO energy (alpha / beta) (Eh) = 0.058 / -0.282

Each line ends with the natural charge from an NBO analysis.
Cartesian coordinates (Å):
1 C 0.8168 1.0794 0.9576  -1.04
2 C 1.6246 1.6006 2.2633  -0.78
3 H 0.2503 1.8916 0.5018  0.18
4 H 1.5098 0.5463 0.3401  0.19
5 H -0.0179 0.5849 1.3310  0.19
6 H 1.1870 1.1427 3.1660  0.20
7 H 1.7663 2.6871 2.1771  0.19
8 H 2.6900 1.1759 2.1596  0.18
9 C -0.7482 -1.0663 -2.1563  -0.73
10 C -1.7130 -1.6186 -1.0857  -0.75
11 H -1.1203 -0.1303 -2.5585  0.19
12 H 0.1982 -0.7607 -1.7081  0.21
13 H -0.5429 -1.7915 -2.9554  0.19
14 H -2.4295 -0.8884 -0.7701  0.20
15 H -2.2870 -2.4842 -1.2658  0.19
16 H -1.0854 -1.9434 -0.2912  0.20


# 3
Formula: C6H11N
Source: OMol25
Level of theory: ωB97M-V with the def2-TZVPD basis set

Computed properties:
- Kohn-Sham gap (eV) = 9.536
- ΔE to the lowest compared entry with this formula, charge and spin (eV) = 1.356
- SMILES string = CCC=C=NCC
- HOMO energy (Eh) = -0.312

Each line ends with the natural charge from an NBO analysis.
Cartesian coordinates (Å):
1 C -3.1149 0.2205 -0.0720  -0.60
2 C -1.7411 -0.4287 -0.2328  -0.40
3 C -0.7481 0.0929 0.7782  -0.42
4 C 0.3114 0.7867 0.4376  0.40
5 N 1.2918 1.4343 0.0835  -0.43
6 C 2.5370 0.7284 -0.2419  -0.23
7 C 2.4771 -0.7861 -0.0958  -0.63
8 H -3.8368 -0.1890 -0.7866  0.21
9 H -3.0437 1.3016 -0.2295  0.21
10 H -3.5051 0.0559 0.9388  0.20
11 H -1.8307 -1.5180 -0.1240  0.20
12 H -1.3583 -0.2484 -1.2445  0.21
13 H -0.9200 -0.0980 1.8349  0.23
14 H 3.3176 1.1536 0.3981  0.20
15 H 2.7913 1.0096 -1.2700  0.20
16 H 2.2241 -1.0695 0.9314  0.21
17 H 1.7087 -1.2103 -0.7514  0.21
18 H 3.4396 -1.2356 -0.3541  0.22


# 4
Formula: C23H20AuF4N2OS3
Source: OMol25
Level of theory: ωB97M-V with the def2-TZVPD basis set

Computed properties:
- total charge = +1
- Kohn-Sham gap (alpha / beta) (eV) = 8.537 / 5.390
- multiplicity = 3
- HOMO energy (alpha / beta) (Eh) = -0.393 / -0.402

Each line ends with the natural charge from an NBO analysis.
Cartesian coordinates (Å):
1 Au -0.5765 -0.8358 -0.7883  1.10
2 C -3.4561 -1.5990 -0.5467  -0.43
3 N -2.2422 -2.2998 -1.0163  -0.47
4 C -2.4524 -2.7702 -2.3962  -0.42
5 C -1.9237 -3.4467 -0.1356  -0.23
6 C -1.2800 -3.0188 1.1792  -0.28
7 N -0.1014 -2.2423 0.8455  -0.41
8 C 0.9834 -2.1549 1.6085  0.04
9 C 2.2215 -1.7760 1.0057  0.40
10 F 2.3006 -1.7236 -0.3107  -0.27
11 C 3.3525 -1.5886 1.7640  0.33
12 F 4.4903 -1.2691 1.1595  -0.28
13 C 3.3260 -1.7618 3.1376  -0.24
14 C 2.1411 -2.1565 3.7494  0.32
15 F 2.1029 -2.3164 5.0671  -0.28
16 C 1.0039 -2.3753 3.0167  0.37
17 F -0.1275 -2.6985 3.6393  -0.29
18 H -4.3131 -2.2796 -0.5537  0.21
19 H -3.6635 -0.7583 -1.2062  0.23
20 H -3.3093 -1.2144 0.4605  0.22
21 H -3.2862 -3.4775 -2.4384  0.20
22 H -1.5493 -3.2551 -2.7608  0.22
23 H -2.6831 -1.9188 -3.0342  0.21
24 H -1.2215 -4.0854 -0.6718  0.22
25 H -2.8313 -4.0264 0.0603  0.22
26 H -1.0307 -3.9076 1.7586  0.24
27 H -1.9642 -2.4167 1.7852  0.23
28 H 4.2190 -1.6080 3.7277  0.27
29 O 0.8079 0.5161 -0.0775  -0.81
30 C 0.5328 1.8393 -0.4770  0.12
31 C 0.2525 1.7838 -1.9685  -0.15
32 C 1.0336 2.0111 -3.0418  -0.23
33 C 0.5058 1.4448 -4.2548  -0.19
34 C -0.6449 0.7598 -4.0772  -0.42
35 S -1.1877 0.9031 -2.4394  0.41
36 C -0.6787 2.3657 0.2729  -0.24
37 C -1.1708 1.8650 1.4420  -0.25
38 C -2.3034 2.5829 1.9169  -0.26
39 C -2.6456 3.6113 1.0956  -0.41
40 S -1.6157 3.7027 -0.2674  0.47
41 C 1.7759 2.6513 -0.1943  -0.22
42 C 1.9172 3.9822 0.0523  -0.24
43 C 3.2768 4.3619 0.2321  -0.25
44 C 4.1277 3.3074 0.1213  -0.41
45 S 3.2992 1.8505 -0.2196  0.47
46 H 1.9778 2.5326 -2.9792  0.26
47 H 0.9793 1.5599 -5.2192  0.25
48 H -1.2711 0.2923 -4.8195  0.25
49 H -0.7066 1.0335 1.9537  0.23
50 H -2.8267 2.3549 2.8340  0.23
51 H -3.4492 4.3202 1.2127  0.25
52 H 1.0859 4.6696 0.1175  0.23
53 H 3.5986 5.3697 0.4487  0.23
54 H 5.2004 3.3095 0.2298  0.25


# 5
Formula: C5H9NO4
Source: OMol25
Level of theory: ωB97M-V with the def2-TZVPD basis set

Computed properties:
- Kohn-Sham gap (alpha / beta) (eV) = 7.875 / 7.334
- ΔE to the lowest compared entry with this formula, charge and spin (eV) = 9.367
- HOMO energy (alpha / beta) (Eh) = -0.335 / -0.342

Each line ends with the natural charge from an NBO analysis.
Cartesian coordinates (Å):
1 C -0.4004 -1.4469 -1.4773  -0.40
2 C -0.7077 -1.1536 -0.1984  -0.01
3 C -0.7554 0.4010 0.0750  0.04
4 O -0.0751 0.8129 -0.9333  -0.30
5 O 1.5265 2.4352 1.4140  -0.27
6 N 2.4069 1.5923 1.5249  0.52
7 O 3.2438 1.4346 2.3486  -0.24
8 C -2.0314 1.2509 -0.2859  -0.04
9 O -3.0815 0.7158 0.4308  -0.71
10 C -1.0139 -2.0900 0.8964  -0.66
11 H -0.3636 -2.4347 -1.9125  0.20
12 H -0.1160 -0.6051 -2.0893  0.23
13 H -0.5655 0.5786 1.1945  0.15
14 H -1.8244 2.3196 -0.0015  0.18
15 H -2.2280 1.1366 -1.3913  0.18
16 H -3.9047 1.0231 0.0159  0.48
17 H -0.9882 -1.5500 1.8743  0.22
18 H -2.0049 -2.6112 0.8468  0.24
19 H -0.2375 -2.8937 0.9632  0.22


# 6
Formula: C5H11NO2
Source: OMol25
Level of theory: ωB97M-V with the def2-TZVPD basis set

Computed properties:
- Kohn-Sham gap (eV) = 10.036
- ΔE to the lowest compared entry with this formula, charge and spin (eV) = 2.771
- HOMO energy (Eh) = -0.332

Each line ends with the natural charge from an NBO analysis.
Cartesian coordinates (Å):
1 C -0.1968 0.6025 0.1406  0.67
2 C -1.0665 0.9399 -1.6044  0.10
3 C 1.7876 -0.3654 1.3628  -0.25
4 C -0.0647 -1.3841 -1.4398  -0.41
5 C -0.8793 0.7270 1.4871  -0.66
6 N -0.7982 -0.3596 -0.7374  -0.49
7 O -0.3558 1.7372 -0.6846  -0.52
8 O 1.2722 0.3269 0.2539  -0.57
9 H -0.5699 0.9052 -2.5813  0.16
10 H -2.1214 1.2080 -1.7005  0.17
11 H 2.8487 -0.5198 1.1576  0.20
12 H 1.6973 0.2170 2.2871  0.17
13 H 1.3002 -1.3374 1.5020  0.16
14 H -0.6986 -1.7592 -2.2429  0.20
15 H 0.1130 -2.2055 -0.7472  0.20
16 H 0.8778 -1.0163 -1.8612  0.19
17 H -0.3759 1.4907 2.0743  0.22
18 H -1.9137 1.0168 1.3232  0.23
19 H -0.8560 -0.2238 2.0110  0.22


Listing calculated total energy for the structures above in their given order: -2826.23845 -159.49494 -289.92185 -2802.55954 -551.34557 -402.27633 hartree.
Listing strongest force on any atom for the structures above in their given order: 2.1 3.2 0.8 0.2 5.2 4.0 eV/Å.
Listing M for the structures above in their given order: 601.775 60.140 97.161 709.586 147.130 117.148 u.